No. 1
The following is a DFT calculation (ωB97M-V/def2-TZVPD) of C31H44BrN3OP2Pt as an isolated structure.

Geometry as XYZ:
```
83
Properties=species:S:1:pos:R:3:forces:R:3:mulliken_spin:R:1
C 6.418 4.450 -4.522 -0.3003 0.6864 0.4153 0.093
C 5.443 5.223 -3.849 0.3751 0.4651 -0.4906 -0.034
C 5.641 6.622 -3.922 0.4509 -0.7097 -0.0953 0.094
C 6.802 7.143 -4.529 0.4832 1.7695 -0.2217 0.005
N 7.721 6.369 -5.093 -3.5700 -1.4785 1.8580 0.794
C 7.540 5.061 -5.101 1.5353 -0.9089 -1.0034 0.006
C 4.365 4.586 -3.064 -0.2369 -1.0863 1.0341 0.062
C 3.707 3.908 -2.267 2.2479 2.2760 -1.0736 -0.084
C 3.368 3.076 -1.157 -0.8066 -0.6364 -0.5718 0.102
C 2.511 1.934 -1.503 2.4127 -1.1338 0.7188 0.156
C 2.655 0.794 -0.594 -1.8227 0.9348 -0.2562 -0.014
C 3.108 0.923 0.727 -0.0722 2.2107 -2.6704 0.007
C 3.695 2.150 1.092 0.0473 0.4164 -0.9280 0.083
C 3.909 3.167 0.121 -0.2992 0.0990 0.3000 0.024
Pt 0.428 2.470 -1.578 -0.5226 -1.5247 -0.3881 1.010
P -1.766 1.445 -1.916 -2.4238 -1.3359 -1.3282 0.319
H 4.932 7.323 -3.507 0.0921 0.1276 0.0373 0.008
H 6.334 3.380 -4.585 0.1768 -0.1874 -0.0488 0.009
H 6.990 8.224 -4.559 -0.1972 -0.2938 0.0619 0.024
H 8.318 4.463 -5.588 -0.2606 0.0265 0.1235 0.025
H 4.453 4.061 0.415 0.0922 -0.1914 -0.1109 0.003
H 2.611 1.644 -2.562 -0.2925 0.1108 0.1289 -0.043
H 3.973 2.325 2.133 0.1578 -0.0830 -0.2930 -0.005
H 2.071 -0.061 -0.943 0.6507 -0.2246 0.5037 0.021
C -3.198 0.662 -0.894 0.7293 0.0081 0.9897 0.032
C -4.600 1.241 -1.077 -0.1862 0.5102 -0.2943 0.011
H -2.892 0.672 0.158 -0.1877 -0.0963 -0.1790 -0.003
H -3.210 -0.406 -1.165 0.3878 0.4363 -0.1250 0.000
H -5.302 0.740 -0.395 0.3607 0.0532 -0.0820 0.001
H -4.651 2.316 -0.865 -0.0101 -0.1978 0.0196 0.000
H -4.989 1.081 -2.090 0.1474 0.1380 0.3672 0.000
C -2.216 3.075 -2.687 0.8774 0.0524 0.4672 0.087
C -1.450 3.200 -4.017 -0.3826 0.6076 -0.2280 0.017
H -1.829 3.876 -2.034 -0.6326 0.0057 -0.2570 -0.001
H -3.311 3.133 -2.749 0.2646 0.1829 -0.0132 0.002
H -1.272 4.272 -4.192 -0.0837 -0.4187 -0.1868 0.005
H -0.448 2.719 -3.968 -0.3778 0.0330 -0.2048 0.006
H -2.041 2.795 -4.856 0.6214 0.1025 0.3029 -0.001
C -2.119 0.326 -3.397 1.1789 -0.3701 -0.2136 0.003
C -3.463 0.586 -4.129 -0.1683 0.1367 0.0985 0.025
H -2.096 -0.719 -3.022 0.0927 0.6864 -0.2101 0.002
H -1.265 0.443 -4.086 -0.4321 -0.1516 0.0781 0.005
H -3.394 0.188 -5.158 0.0838 0.1588 0.5373 0.001
H -4.306 0.070 -3.634 0.5346 0.2739 -0.3056 0.000
H -3.695 1.662 -4.204 -0.0809 -0.5742 -0.0684 -0.002
Br 2.691 -0.316 1.906 -0.2317 -2.2517 2.2500 0.000
P -0.690 3.639 1.728 -0.8153 -1.7280 1.0332 0.578
C -2.127 3.381 0.687 -0.0332 0.3335 -0.7678 0.115
C -3.290 4.344 0.924 -0.4744 0.3374 0.1865 0.067
H -2.458 2.338 0.748 0.2675 0.2706 0.3174 -0.014
H -1.720 3.524 -0.327 -0.2558 0.1075 0.5497 0.006
H -3.928 4.402 0.033 0.1925 -0.0237 0.1672 0.004
H -3.929 4.001 1.747 0.2416 0.1668 -0.1149 -0.001
H -2.933 5.357 1.147 -0.2013 -0.1934 -0.0591 -0.012
C -0.523 2.249 2.934 -0.0217 0.2631 0.2378 0.096
C -0.222 2.776 4.345 0.1178 0.1806 0.4361 0.025
H 0.248 1.534 2.595 -0.1615 0.3423 -0.1208 0.023
H -1.491 1.727 2.950 0.1944 0.2125 -0.2242 0.000
H -0.141 1.945 5.053 0.0053 0.0667 -0.2242 0.000
H 0.718 3.340 4.390 -0.1887 -0.1196 -0.0249 0.000
H -1.031 3.423 4.709 0.2228 -0.1331 -0.1338 -0.002
C 0.785 3.999 0.802 0.9469 0.3191 -0.7004 0.180
C 1.140 5.502 0.848 0.0951 0.0703 -0.4782 0.055
H 0.677 3.699 -0.341 -0.0347 0.9187 1.5343 -0.055
H 1.616 3.387 1.181 -0.4034 0.1342 0.0273 0.005
H 2.169 5.656 0.495 -0.2606 -0.0610 0.1784 0.006
H 0.485 6.076 0.176 0.0963 -0.0821 0.3930 -0.001
H 1.051 5.890 1.873 0.0523 -0.0687 -0.3173 -0.001
N 1.294 -4.948 1.488 -0.5298 1.1226 0.5432 0.001
C 0.925 -3.634 1.706 0.5111 -1.4918 -0.5551 0.000
O 0.938 -3.082 2.788 -0.0320 0.2076 -0.4437 0.002
C 0.599 -2.893 0.427 -0.3872 1.2522 -0.4360 0.007
C 0.937 -3.351 -0.860 -0.1251 -0.1969 0.4699 -0.001
C 0.665 -2.551 -1.970 -0.3890 0.9839 0.3678 0.004
C 0.129 -1.276 -1.719 0.4286 -0.7678 -0.7147 0.002
N -0.223 -0.835 -0.508 -0.0869 0.7215 -0.3342 0.053
C -0.011 -1.604 0.550 0.6806 -1.5676 -0.3887 0.005
H 1.432 -5.498 2.326 0.0328 -0.0889 -0.1633 0.000
H 1.008 -5.433 0.647 0.0736 0.0397 0.4071 0.000
H 1.430 -4.324 -1.000 -0.2811 0.5636 0.0489 0.000
H 0.841 -2.859 -3.000 0.1725 -0.0244 0.3615 0.001
H 0.019 -0.565 -2.557 0.0247 -0.5664 0.4795 0.000
H -0.269 -1.219 1.528 -0.0972 -0.1542 0.0186 0.000
```
Positions in Å, forces in eV/Å.

- 2S+1: 5
- Expectation value of S²: 6.035
- Charge: +4
- Energy above the lowest of the compared OMol25 structures with the same formula, charge and spin: 117.5 kcal/mol

---

No. 2
The following is a DFT calculation (ωB97M-V/def2-TZVPD) of one molecule with the formula C20H29ClN4O2.

Geometry as XYZ:
```
56
Properties=species:S:1:pos:R:3:forces:R:3:mulliken_charge:R:1
C -1.558 -5.343 0.985 -0.2107 0.2158 -0.0028 -1.384
C -2.335 -4.080 0.622 0.1773 -0.2051 0.0403 -0.161
N -1.624 -3.313 -0.386 -0.0212 -0.1771 -0.1654 0.134
C -0.543 -2.494 0.117 0.1076 0.2349 0.1756 -1.144
C -1.018 -1.190 0.793 0.3785 -0.3109 0.2277 -0.566
N -1.873 -0.439 -0.099 -0.2492 -0.2437 0.0798 0.174
C -1.689 0.774 -0.669 0.0252 0.0645 0.2672 0.209
O -2.495 1.215 -1.467 -0.0449 0.2546 -0.2547 -0.698
C -0.513 1.656 -0.188 0.2287 0.2136 -0.3195 1.142
N 0.746 0.919 -0.271 0.0821 0.2047 0.1912 0.052
C 1.080 0.177 -1.357 0.4391 -0.0817 0.2820 -0.202
O 0.296 -0.195 -2.201 -0.3253 0.0021 -0.3416 -0.635
N 2.400 -0.253 -1.399 0.1265 -0.3669 -0.4179 -0.083
C 3.498 0.150 -0.655 0.2379 0.0852 0.2309 -0.167
C 3.733 1.487 -0.331 0.0327 -0.0679 -0.0517 -0.049
C 4.849 1.856 0.396 0.0002 -0.0103 0.0716 -0.835
C 5.769 0.904 0.800 0.0257 -0.0118 0.0018 -0.382
C 5.574 -0.425 0.462 -0.0142 0.0515 -0.0276 -0.558
C 4.451 -0.795 -0.254 -0.1003 0.0930 0.0192 0.471
Cl 4.213 -2.463 -0.671 0.0294 -0.0495 0.0103 -0.225
C -0.390 2.902 -1.088 -0.4088 -0.0876 -0.0989 -1.186
C -1.521 3.910 -0.907 0.1163 0.1692 0.0324 -0.711
C -1.679 4.300 0.557 -0.2252 -0.1130 -0.1270 -0.756
C -1.915 3.048 1.393 0.2501 0.1676 0.0823 -0.670
C -0.729 2.096 1.267 -0.2424 -0.1563 -0.0039 -1.047
C -2.988 -1.246 -0.567 -0.2192 -0.1154 -0.3817 -0.885
C -2.456 -2.507 -1.258 -0.1759 0.2454 0.0816 -1.167
H -0.624 -5.101 1.486 0.1174 -0.0204 0.0701 0.315
H -1.328 -5.902 0.082 0.0244 -0.0706 -0.0829 0.334
H -2.151 -5.967 1.648 -0.0028 -0.1017 0.1287 0.430
H -2.540 -3.505 1.539 -0.1053 -0.0162 -0.0605 0.176
H -3.297 -4.375 0.196 -0.0160 0.0780 0.0492 0.412
H 0.054 -3.070 0.825 0.0558 0.0148 0.0028 0.236
H 0.084 -2.232 -0.738 0.0885 0.0145 0.0860 0.418
H -0.147 -0.613 1.092 -0.1770 -0.0907 0.0478 0.571
H -1.602 -1.436 1.691 0.0854 0.0513 -0.0189 0.307
H 1.483 1.221 0.348 -0.0965 -0.0641 -0.0314 0.522
H 2.537 -1.069 -1.981 -0.1845 0.1715 0.0269 0.401
H 3.051 2.243 -0.691 -0.0590 0.0539 -0.0560 0.569
H 5.008 2.897 0.634 0.0093 0.0936 0.0128 0.383
H 6.641 1.191 1.365 0.0902 0.0203 0.0514 0.384
H 6.289 -1.177 0.755 0.0363 -0.0950 0.0111 0.409
H -0.363 2.568 -2.126 0.1088 -0.0171 0.0003 0.454
H 0.565 3.385 -0.853 0.0435 -0.0563 0.0492 0.274
H -2.447 3.465 -1.267 0.0258 0.0915 -0.0343 0.318
H -1.307 4.794 -1.512 -0.0279 0.0134 -0.0406 0.414
H -2.519 4.988 0.670 0.0328 0.0714 0.0370 0.368
H -0.778 4.810 0.910 0.0302 0.0699 0.0596 0.322
H -2.820 2.548 1.045 -0.1063 -0.0306 0.0524 0.286
H -2.054 3.313 2.444 -0.0547 -0.0769 -0.0116 0.416
H -0.887 1.230 1.911 0.1076 -0.0398 0.0085 0.265
H 0.176 2.609 1.609 0.0640 -0.0071 0.0061 0.589
H -3.569 -0.643 -1.264 -0.0053 -0.1022 0.1512 0.507
H -3.613 -1.515 0.293 -0.0148 0.0116 -0.0382 0.362
H -3.285 -3.113 -1.628 0.0018 0.0098 -0.0286 0.464
H -1.839 -2.196 -2.106 -0.0921 0.0184 -0.0490 0.424
```
Positions in Å, forces in eV/Å.

- Charge: 0
- Energy above the lowest of the compared OMol25 structures with the same formula, charge and spin: 4.7 kcal/mol
- Structure (SMILES): CCN1CCN(C(=O)C2(NC(=O)Nc3ccccc3Cl)CCCCC2)CC1

---

No. 3
The following is a DFT calculation (ωB97M-V/def2-TZVPD) of one molecule with the formula C12H7N3O3S.

Geometry as XYZ:
```
26
Properties=species:S:1:pos:R:3:forces:R:3:mulliken_charge:R:1
O 3.659 2.411 3.771 0.4434 2.2822 0.5856 -0.567
C 2.826 1.780 3.190 4.1090 -1.9170 2.5268 0.291
N 2.768 0.404 3.422 -3.3215 1.5200 -2.8704 -0.116
C 1.859 -0.018 2.409 -0.0507 -2.2017 1.6247 0.002
O 1.484 -1.144 2.329 -0.1525 -1.2906 -0.4056 -0.530
C 1.355 1.092 1.629 0.1527 2.4583 -2.0395 0.383
C 0.422 1.052 0.454 -0.5284 0.5094 -0.4258 0.152
C -0.230 2.174 -0.115 0.9899 -1.1364 1.2721 -0.480
S -1.347 1.668 -1.303 0.6153 -0.5398 0.6362 -0.195
C -0.879 -0.007 -1.022 0.8860 0.8119 -0.1492 0.437
C -1.555 -1.074 -1.821 -0.3637 0.5871 -0.3318 0.649
C -1.418 -2.351 -1.378 1.1594 -1.4675 1.8803 -0.320
C -2.030 -3.421 -1.974 -1.6779 1.7493 -1.3430 -0.304
N -2.904 -3.240 -3.007 1.2150 -2.2598 1.2071 -0.628
C -3.032 -2.039 -3.507 2.5691 0.4575 2.1841 -0.418
C -2.358 -0.941 -2.968 0.2883 -0.0907 0.9067 -0.455
N 0.105 -0.162 -0.137 -1.8839 0.6658 -0.6569 -0.487
C 2.036 2.169 2.088 -3.0159 2.5814 -2.0157 0.525
O 1.867 3.520 1.701 0.3272 -2.4834 0.5117 -0.549
H 3.457 -0.201 3.790 0.7241 -0.1941 0.4689 0.268
H -0.084 3.207 0.217 -0.2246 -0.5289 -0.3305 0.389
H -0.816 -2.567 -0.481 -0.1165 0.2981 -0.5281 0.379
H -1.813 -4.372 -1.570 -0.3116 -1.1682 -0.0100 0.407
H -3.383 -2.029 -4.465 -1.7951 0.5582 -2.2130 0.447
H -2.456 -0.015 -3.448 -0.1186 1.2870 -0.6229 0.395
H 2.467 4.105 2.192 0.0815 -0.4880 0.1384 0.327
```
Positions in Å, forces in eV/Å.

- Charge: 0
- E: -1249.64597 Eh
- Structure (SMILES): O=C1NC(=O)C(c2csc(-c3ccncc3)n2)=C1O